1.
41
Properties=species:S:1:pos:R:3 method="wB97M-V/def2-TZVPD" multiplicity=1 lumo_ev="2.26 / 2.26" charge=-1
Ni -0.59 -0.14 -0.57
S 2.42 -0.37 2.44
S -2.29 -1.46 1.20
S -2.15 1.27 1.26
P 0.09 -1.39 -3.19
P 0.04 1.44 -3.02
F -2.47 -3.53 -0.36
F -4.33 -2.98 0.59
F -1.95 2.59 3.52
F -3.59 -1.83 -1.08
F -3.43 1.01 3.53
F -1.32 0.52 3.65
O -0.88 -1.55 0.79
O -2.86 2.42 0.81
O -2.60 -1.95 2.50
O -0.80 1.27 -1.76
O 1.52 -1.77 -3.09
O 1.46 1.83 -2.89
O -0.73 -1.40 -1.90
O -0.11 0.06 -3.85
O -0.77 2.46 -3.94
O -0.72 1.14 0.96
O -0.70 -2.29 -4.24
N 2.07 -0.06 -0.75
N 3.31 -0.02 -0.13
N 4.86 -0.02 1.30
N 5.49 0.16 0.10
N -2.89 -0.05 0.86
C 3.52 -0.13 1.22
C -3.24 -2.51 0.00
C 4.52 0.16 -0.76
C -2.21 1.34 3.11
C 4.62 0.32 -2.23
H 4.07 1.20 -2.56
H 2.05 -0.86 -1.39
H 4.19 -0.54 -2.74
H 5.67 0.42 -2.50
H 1.98 0.77 -1.34
H -0.20 -3.09 -4.42
H 5.38 -0.08 2.16
H -0.15 3.04 -4.39

=====

2.
104
Properties=species:S:1:pos:R:3 method="wB97M-V/def2-TZVPD" multiplicity=2 lumo_ev="-0.95 / -1.07" s2=0.774
Ir 0.16 0.36 -0.21
Ge -3.12 -3.56 -1.47
S 0.27 -0.95 -2.64
P 1.35 1.73 1.30
P 0.00 -1.17 1.76
O 0.33 1.09 -2.52
O 2.09 -1.05 -0.41
N 2.66 -1.31 -1.56
N -6.34 4.04 0.50
C 4.66 -1.76 -2.77
C -4.55 -4.58 -0.55
C -0.48 2.96 -3.84
C 0.51 4.35 2.06
C 5.09 3.09 2.30
C 3.96 1.27 0.54
C -3.51 2.21 1.44
C -2.60 -2.30 1.22
C 0.76 1.30 2.99
C -3.53 2.54 -0.94
C -2.26 -1.07 3.38
C -3.99 -1.74 1.28
C -1.80 -4.81 -2.23
C 0.23 -3.91 2.37
C 5.89 2.42 1.38
C 0.84 3.46 1.05
C -2.32 1.52 1.31
C 3.99 -1.55 -1.59
C 0.94 -5.09 2.50
C -5.36 3.45 0.41
C 0.74 -0.21 3.17
C -3.63 -1.03 3.56
C 0.51 1.80 -3.72
C 2.98 -3.96 1.94
C 3.15 1.95 1.45
C 0.81 3.89 -0.28
C -2.09 -2.42 -0.21
C 0.89 -2.74 2.01
C -3.93 -2.41 -2.85
C 2.31 -5.12 2.28
C -2.34 1.86 -1.04
C 1.95 2.32 -3.84
C -4.13 2.73 0.30
C 2.27 -2.78 1.79
C 2.60 -1.50 -3.94
C 3.72 2.86 2.33
C 1.93 -1.29 -2.72
C -4.48 -1.23 2.43
C 0.12 6.07 0.42
C 3.95 -1.74 -3.98
C 0.45 5.19 -0.59
C -1.69 -1.54 2.20
C 0.15 5.66 1.74
C -1.69 1.33 0.08
C 5.33 1.50 0.51
H -3.16 -1.85 -3.36
H -5.40 -3.94 -0.31
H -0.17 7.09 0.18
H -4.61 -1.83 0.39
H 0.52 4.04 3.10
H 0.24 -0.48 4.10
H 4.46 -1.89 -4.92
H 2.00 -1.45 -4.84
H 2.77 -1.87 1.49
H -4.50 -2.98 -3.58
H -1.42 -5.48 -1.46
H -1.50 2.60 -3.89
H 5.53 3.80 2.98
H -2.05 -1.42 -0.66
H 5.96 0.98 -0.20
H 2.14 2.67 -4.86
H -1.90 1.71 -2.02
H -4.01 2.93 -1.83
H 3.10 3.40 3.04
H 3.50 0.56 -0.13
H -4.61 -1.70 -2.37
H 1.77 -0.58 3.23
H 0.42 5.51 -1.63
H 1.40 1.76 3.74
H -0.96 -4.24 -2.63
H -1.63 -0.65 4.16
H 4.05 -3.98 1.78
H -2.22 -5.42 -3.04
H -0.27 3.54 -4.74
H -0.39 3.62 -2.97
H -4.04 -0.73 4.51
H -0.24 1.72 3.08
H 0.41 -6.00 2.78
H -1.07 -2.82 -0.22
H -4.90 -5.39 -1.19
H 0.32 1.12 -4.56
H -2.67 -3.34 1.60
H 2.85 -6.05 2.38
H -3.98 2.32 2.41
H 4.47 -1.57 -0.63
H -0.12 6.34 2.53
H 2.12 3.15 -3.15
H -0.84 -3.88 2.57
H -5.51 -0.91 2.49
H -4.18 -5.01 0.38
H 2.66 1.52 -3.60
H -1.89 1.10 2.21
H 1.04 3.17 -1.07
H 5.73 -1.92 -2.75
H 6.95 2.63 1.34

=====

3.
9
Properties=species:S:1:pos:R:3 method="wB97M-V/def2-TZVPD" multiplicity=1 lumo_ev=-7.37 charge=+1 smiles="C[N+](=C=O)C#N"
O 0.35 3.29 1.69
N 3.04 1.30 1.59
N 0.69 1.12 0.70
C 0.08 0.05 0.01
C 0.33 2.29 1.11
C 2.02 1.05 1.14
H -0.07 0.30 -1.05
H 0.73 -0.84 0.05
H -0.91 0.04 0.59

=====

4.
74
Properties=species:S:1:pos:R:3 method="wB97M-V/def2-TZVPD" multiplicity=1 lumo_ev="-4.67 / -4.43" charge=+1
Os 0.50 0.19 0.67
I -2.98 -3.47 1.44
As 0.57 -1.02 -1.51
Cl -3.34 -0.50 6.29
P 0.77 3.08 -0.94
P -1.90 2.47 0.37
O 1.68 4.20 -1.13
O -1.44 1.05 0.25
O -0.64 -1.30 1.13
O -1.83 2.91 1.89
O -1.73 3.57 -1.94
O 1.03 2.10 0.22
O 0.62 2.18 -2.29
O -3.41 2.66 -0.02
N 0.10 0.72 2.67
N 2.27 -0.36 1.10
C 4.52 -0.51 1.06
C -0.94 1.17 5.19
C -1.19 -2.37 -5.84
C -1.07 -1.49 -4.78
C 1.81 -0.90 -2.99
C -1.03 5.04 -0.17
C 3.46 -0.04 0.37
C -1.78 -3.22 -3.27
C -1.49 0.14 4.39
C -0.92 -0.06 3.13
C 0.82 -2.88 -1.05
C -1.32 -1.12 2.28
C -1.36 -1.91 -3.48
C 2.70 -1.06 2.28
C 1.78 -1.75 3.24
C -1.20 -0.97 -2.32
C -2.98 -1.71 3.92
C 4.04 -1.17 2.25
C -2.36 -1.92 2.67
C -1.60 -3.68 -5.63
C 0.60 1.67 3.42
C -2.56 -0.72 4.76
C 3.52 0.87 -0.81
C 0.11 1.91 4.72
C -1.89 -4.10 -4.34
C -0.99 3.62 -0.71
H 3.60 1.91 -0.50
H 1.41 2.25 2.99
H -0.76 -0.47 -4.95
H 0.92 -2.19 2.73
H 1.14 2.59 -2.99
H -2.07 5.37 -0.03
H -2.33 3.70 2.12
H 1.81 -3.00 -0.62
H 0.56 2.69 5.31
H -1.88 -1.22 -1.50
H -1.38 0.07 -2.61
H -2.23 -5.12 -4.17
H -1.28 2.97 -2.55
H 2.81 -1.15 -2.63
H 1.82 0.09 -3.44
H -1.69 -4.36 -6.46
H -1.34 1.35 6.18
H -0.55 5.70 -0.89
H 5.55 -0.37 0.77
H 4.63 -1.71 2.97
H 0.07 -3.18 -0.32
H -0.49 5.12 0.77
H -0.96 -2.03 -6.85
H -3.51 2.90 -0.96
H 4.40 0.63 -1.40
H 2.65 0.80 -1.45
H -3.80 -2.35 4.22
H 1.42 -1.09 4.03
H 0.73 -3.50 -1.94
H 1.49 -1.63 -3.73
H -2.02 -3.55 -2.27
H 2.33 -2.56 3.71

=====

5.
50
Properties=species:S:1:pos:R:3 method="wB97M-V/def2-TZVPD" multiplicity=1 lumo_ev=-0.23 smiles="COC[C@@](C#N)(CC#N)S(=O)(=O)F.CO.CO.CO.CO.CO"
S -3.88 0.95 0.43
F -3.94 2.47 -0.05
O -2.08 -1.84 -5.55
O 2.50 2.78 2.26
O 3.77 -0.86 1.83
O -2.35 4.64 0.81
O -3.90 0.83 1.85
O -0.15 0.24 1.17
O -4.99 0.25 -0.12
O 1.75 -5.58 -2.28
N -0.49 -2.91 -0.56
N -1.97 0.64 -2.69
C 1.05 0.17 0.40
C -1.12 1.04 0.58
C -1.78 -2.69 -4.46
C -2.36 -1.30 0.32
C 3.36 3.18 3.32
C -1.26 -2.20 -0.17
C 1.63 -4.92 -3.53
C -2.18 0.38 -1.63
C 4.85 -0.61 2.73
C -2.27 0.21 -0.12
C -2.14 4.92 2.19
H 1.68 -3.84 -3.38
H -2.41 -1.35 1.42
H 1.86 -0.32 0.97
H -1.67 -3.71 -4.82
H 3.20 2.51 4.16
H -1.75 4.03 2.70
H -1.42 5.73 2.27
H 1.42 1.15 0.05
H -3.08 5.23 2.66
H 4.99 0.46 2.81
H -0.64 1.64 -0.21
H -0.84 -2.38 -3.99
H 5.76 -1.07 2.35
H -3.30 -1.70 -0.09
H 2.65 3.39 1.53
H 4.40 3.13 3.01
H -1.57 1.76 1.29
H 3.65 -1.81 1.77
H 2.45 -5.24 -4.17
H 0.86 -0.46 -0.49
H 3.13 4.20 3.63
H 1.01 -5.28 -1.74
H 0.68 -5.18 -3.99
H -3.00 3.93 0.75
H -2.17 -0.95 -5.21
H -2.59 -2.66 -3.72
H 4.62 -1.02 3.72

=====

The calculation returns the following energy above the lowest of the compared OMol25 structures with the same formula, charge and spin values, one per record and in order: 0.0 127.8 66.6 0.0 21.9 kcal/mol.
The calculation returns the following electronic energy values, one per record and in order: -143728.8815 -143314.6897 -8176.0208 -149349.8224 -44752.5392 eV.